Version w
14
Properties=species:S:1:pos:R:3:nbo_charge:R:1 method="wB97M-V/def2-TZVPD" orbital_gap_ev="6.9 / 6.9" charge=0 lumo_energy_ev="-1.130 / -1.128"
O 1.698 -1.803 0.237 -0.68
N -1.245 -0.179 -0.542 0.06
N 1.171 0.389 -0.430 -0.59
N -0.482 -0.961 0.012 -0.16
C 2.350 1.085 -0.145 -0.43
C 1.018 -0.828 -0.049 0.65
C -2.609 -0.087 -0.080 -0.49
H -0.713 -1.614 0.888 0.38
H 3.298 0.523 -0.179 0.19
H 2.284 2.078 -0.759 0.20
H -2.937 -0.801 0.767 0.19
H 2.241 1.517 0.896 0.19
H -2.794 0.839 0.362 0.24
H -3.280 -0.158 -0.979 0.25



Version x
14
Properties=species:S:1:pos:R:3:nbo_charge:R:1 method="wB97M-V/def2-TZVPD" orbital_gap_ev=9.1 charge=0 lumo_energy_ev=0.912
O 2.641 -0.007 0.424 -0.59
N 0.877 -1.431 -0.413 -0.56
N -0.223 -0.622 -0.830 -0.09
N 0.528 0.512 -0.430 -0.32
C 1.594 -0.245 -0.062 0.75
C 0.081 1.774 -0.003 -0.43
C -1.595 -0.998 0.312 -0.44
H -1.409 -0.224 1.032 0.18
H -0.876 1.850 0.364 0.21
H 0.322 2.663 -0.730 0.21
H 1.040 -2.365 -0.899 0.41
H -2.448 -0.712 -0.196 0.20
H 0.658 1.779 0.947 0.23
H -1.191 -1.973 0.485 0.22



Version y
14
Properties=species:S:1:pos:R:3:nbo_charge:R:1 method="wB97M-V/def2-TZVPD" orbital_gap_ev=8.7 charge=0 lumo_energy_ev=0.435
O 2.123 1.808 -1.935 -0.60
N -1.550 -0.446 -0.249 -0.84
N 0.723 -1.041 2.381 -0.62
N 1.090 -0.133 -1.296 -0.85
C -0.960 0.162 0.907 -0.25
C 1.206 1.251 -1.388 0.53
C 0.013 -0.440 1.579 0.36
H 0.244 -0.648 -1.067 0.41
H -1.672 -1.446 -0.129 0.37
H 1.719 -0.686 -1.861 0.39
H 0.304 -1.366 3.247 0.37
H -1.222 1.184 1.140 0.23
H 0.430 1.830 -0.859 0.11
H -2.448 -0.030 -0.472 0.39



Version z
14
Properties=species:S:1:pos:R:3:nbo_charge:R:1 method="wB97M-V/def2-TZVPD" orbital_gap_ev=10.6 charge=0 lumo_energy_ev=0.819
O 0.289 -0.999 -1.230 -0.64
N -3.029 0.724 -0.084 -0.68
N -1.115 -0.424 0.489 -0.65
N 1.189 -0.183 0.706 -0.62
C 2.438 0.212 0.089 -0.42
C 0.150 -0.580 -0.095 0.79
C -2.166 -0.152 -0.388 0.28
H 3.301 -0.256 0.564 0.20
H -2.107 -0.737 -1.307 0.19
H -1.169 0.148 1.324 0.39
H 2.390 -0.104 -0.951 0.24
H -3.705 0.815 -0.840 0.35
H 0.973 0.238 1.595 0.38
H 2.562 1.299 0.127 0.19



Stability, descending: version z, version y, version w, version x



Version w
14
Properties=species:S:1:pos:R:3:nbo_charge:R:1 method="wB97M-V/def2-TZVPD" orbital_gap_ev=10.2 charge=0 lumo_energy_ev=0.855
O 1.031 -0.090 -1.496 -0.64
N -0.152 -0.188 0.459 -0.62
N 1.877 -1.682 1.072 -0.64
N 0.493 -1.729 0.894 -0.37
C -0.635 1.569 -0.803 -0.25
C 0.145 0.268 -0.738 0.61
C -1.960 1.622 -0.805 -0.36
H 2.101 -1.314 1.987 0.36
H -2.564 0.738 -0.656 0.20
H -2.493 2.562 -0.827 0.20
H 2.358 -1.160 0.341 0.38
H 0.329 -2.252 0.032 0.38
H -0.018 2.459 -0.852 0.22
H -0.512 -0.803 1.392 0.54



Version x
14
Properties=species:S:1:pos:R:3:nbo_charge:R:1 method="wB97M-V/def2-TZVPD" orbital_gap_ev=10.1 charge=0 lumo_energy_ev=1.049
O 0.541 1.012 0.848 -0.37
N -0.067 0.473 -0.285 0.12
N -1.319 -0.049 0.225 -0.46
N 0.898 -0.941 -0.391 -0.29
C -2.345 -0.255 -0.724 -0.41
C 1.894 0.822 0.605 -0.15
C 1.993 -0.647 0.144 0.01
H -1.118 -0.822 0.794 0.35
H -3.122 -0.611 -0.168 0.21
H -2.013 -0.898 -1.571 0.18
H 2.813 -1.357 0.337 0.22
H 2.089 1.550 -0.206 0.20
H 2.397 1.035 1.579 0.21
H -2.642 0.686 -1.185 0.20



Version y
14
Properties=species:S:1:pos:R:3:nbo_charge:R:1 method="wB97M-V/def2-TZVPD" orbital_gap_ev=10.4 charge=0 lumo_energy_ev=1.036
O -0.407 -0.786 -1.089 -0.53
N -1.546 0.722 -0.106 -0.65
N 0.882 0.288 0.722 -0.65
N -1.215 -1.180 0.788 -0.60
C 2.024 0.520 -0.141 -0.41
C -0.325 -0.131 0.214 0.62
C -1.736 -0.682 -0.514 0.31
H 2.932 0.122 0.322 0.20
H 1.884 0.000 -1.096 0.22
H -1.344 1.290 -0.935 0.35
H -1.774 -0.753 1.533 0.35
H -2.593 -1.086 -1.051 0.20
H 2.179 1.588 -0.344 0.18
H 1.038 0.088 1.696 0.40



Version z
14
Properties=species:S:1:pos:R:3:nbo_charge:R:1 method="wB97M-V/def2-TZVPD" orbital_gap_ev=10.7 charge=0 lumo_energy_ev=0.851
O 0.268 -1.780 1.669 -0.62
N -0.499 0.694 1.185 -0.83
N 1.166 -2.104 -0.406 -0.80
N 0.133 0.436 -1.039 -0.41
C -0.702 1.606 -1.079 -0.51
C 0.190 0.024 0.172 0.27
C 0.564 -1.372 0.555 0.62
H -1.008 1.820 -2.122 0.21
H -1.360 1.362 -0.093 0.25
H -0.133 1.579 1.512 0.39
H 1.166 -1.744 -1.350 0.42
H -0.782 0.072 1.922 0.42
H -0.224 2.505 -0.676 0.18
H 1.222 -3.098 -0.251 0.40



Stability, descending: version z, version y, version x, version w



Version w
14
Properties=species:S:1:pos:R:3:nbo_charge:R:1 method="wB97M-V/def2-TZVPD" orbital_gap_ev=8.3 charge=0 lumo_energy_ev=0.602
O -1.138 3.147 0.024 -0.46
N 2.086 -0.174 0.518 -0.84
N -1.312 -0.146 -1.038 -0.44
N 0.058 -0.105 -0.771 -0.50
C -1.588 2.149 -0.438 0.66
C -2.081 1.086 -1.022 -0.37
C 0.617 -0.294 0.546 -0.04
H 0.508 0.608 -1.336 0.35
H 2.214 0.331 -0.392 0.35
H -3.010 1.057 -1.517 0.25
H 2.619 0.352 1.203 0.38
H 0.179 0.482 1.218 0.14
H -1.694 -0.932 -0.540 0.37
H 0.276 -1.321 0.889 0.16



Version x
14
Properties=species:S:1:pos:R:3:nbo_charge:R:1 method="wB97M-V/def2-TZVPD" orbital_gap_ev=7.7 charge=0 lumo_energy_ev=-0.859
O 3.109 -0.816 -0.406 -0.56
N -0.230 0.134 -0.184 -0.34
N 2.077 -0.144 0.415 -0.39
N 0.296 1.272 -0.013 -0.35
C -2.514 -0.737 0.054 -0.63
C -1.460 0.353 -0.287 0.01
C 1.556 1.087 0.076 0.27
H 1.188 -0.678 0.192 0.39
H 3.901 -0.792 0.338 0.48
H 2.431 1.761 -0.269 0.18
H -2.085 -1.983 1.164 0.28
H -1.687 1.398 -0.287 0.20
H -2.676 -1.180 -1.340 0.25
H -3.905 0.328 0.546 0.21



Version y
14
Properties=species:S:1:pos:R:3:nbo_charge:R:1 method="wB97M-V/def2-TZVPD" orbital_gap_ev=7.9 charge=0 lumo_energy_ev=0.365
O 0.417 -1.231 1.418 -0.58
N 0.055 -1.008 0.077 -0.05
N 1.234 -0.114 -0.995 -0.24
N -1.374 0.591 1.071 -0.83
C 2.213 0.455 -0.459 -0.16
C -0.971 -0.121 -0.046 0.26
C -1.303 0.243 -1.320 -0.46
H -2.294 0.995 1.012 0.39
H -0.976 -0.340 -2.161 0.22
H 2.717 0.049 0.426 0.17
H -1.178 0.150 1.956 0.39
H 0.900 -2.067 1.390 0.49
H 2.599 1.390 -0.866 0.20
H -2.039 1.009 -1.503 0.19



Stability, descending: version w, version y, version x



Version w
14
Properties=species:S:1:pos:R:3:nbo_charge:R:1 method="wB97M-V/def2-TZVPD" orbital_gap_ev=8.8 charge=0 lumo_energy_ev=0.558
O 1.582 -1.685 -0.017 -0.61
N -0.625 -1.713 -0.581 -0.80
N 1.721 0.958 -0.361 -0.75
N -0.585 1.148 -0.491 -0.60
C -1.301 0.903 0.736 -0.42
C 0.530 -1.103 -0.225 0.59
C 0.491 0.444 -0.306 0.40
H 2.494 0.347 -0.149 0.42
H -1.107 1.709 1.451 0.19
H -0.621 0.129 1.243 0.16
H 1.800 1.950 -0.211 0.41
H -0.597 -2.707 -0.752 0.41
H -1.383 -1.169 -0.965 0.42
H -2.397 0.788 0.626 0.19



Version x
14
Properties=species:S:1:pos:R:3:nbo_charge:R:1 method="wB97M-V/def2-TZVPD" orbital_gap_ev=8.5 charge=0 lumo_energy_ev=0.528
O -1.567 -0.844 -2.389 -0.61
N 0.008 -1.202 -0.351 -0.79
N 1.490 0.800 0.392 -0.83
N -0.486 0.463 1.573 -0.83
C -0.632 0.844 -0.856 -0.60
C -0.970 -0.305 -1.497 0.65
C 0.151 0.381 0.324 0.49
H 2.038 0.454 1.167 0.37
H -0.009 0.036 2.356 0.37
H -1.469 0.240 1.542 0.39
H 0.839 -1.608 -0.775 0.39
H 1.975 0.758 -0.491 0.39
H -0.809 1.867 -1.142 0.23
H -0.560 -1.883 0.148 0.39



Version y
14
Properties=species:S:1:pos:R:3:nbo_charge:R:1 method="wB97M-V/def2-TZVPD" orbital_gap_ev=10.5 charge=0 lumo_energy_ev=1.043
O -0.303 -0.810 -1.011 -0.52
N -1.084 -1.072 0.904 -0.60
N -1.664 0.629 -0.229 -0.64
N 0.788 0.683 0.628 -0.64
C -1.646 -0.832 -0.451 0.31
C -0.347 0.011 0.184 0.61
C 2.010 0.475 -0.143 -0.41
H -2.423 -1.422 -0.931 0.20
H -1.713 -0.632 1.585 0.35
H -1.531 1.120 -1.119 0.35
H 0.924 0.512 1.617 0.38
H 2.792 1.094 0.310 0.21
H 1.857 0.821 -1.171 0.21
H 2.339 -0.575 -0.174 0.19



Version z
14
Properties=species:S:1:pos:R:3:nbo_charge:R:1 method="wB97M-V/def2-TZVPD" orbital_gap_ev=9.6 charge=0 lumo_energy_ev=1.110
O 0.179 -1.044 -0.604 -0.46
N 0.296 1.254 -0.814 -0.20
N -0.624 0.619 1.083 -0.40
N 0.275 0.368 0.139 0.10
C 0.440 0.759 -1.959 0.02
C -0.438 -0.042 2.466 -0.41
C 0.484 -0.715 -1.855 -0.15
H 0.526 0.295 2.689 0.21
H 1.546 -0.930 -1.984 0.17
H -1.273 0.115 3.039 0.21
H -1.557 0.344 0.592 0.32
H -0.336 -1.097 2.538 0.19
H 0.780 1.288 -2.844 0.21
H -0.298 -1.214 -2.487 0.19



Stability, descending: version w, version x, version y, version z



Version w
14
Properties=species:S:1:pos:R:3:nbo_charge:R:1 method="wB97M-V/def2-TZVPD" orbital_gap_ev=9.4 charge=0 lumo_energy_ev=0.822
O 3.545 0.191 0.463 -0.54
N 0.472 0.965 -0.255 0.17
N 0.844 2.147 -0.515 -0.50
N 1.030 -0.095 -0.695 -0.34
C 0.372 -1.354 -0.485 -0.46
C -0.696 0.934 0.625 -0.45
C 3.004 -0.736 0.075 0.48
H 0.291 -1.619 0.573 0.19
H 1.660 2.150 -1.127 0.34
H -1.525 0.423 0.136 0.22
H -0.444 0.416 1.550 0.22
H -0.950 1.969 0.834 0.25
H 0.980 -2.106 -0.981 0.23
H -0.628 -1.365 -0.928 0.19



Version x
14
Properties=species:S:1:pos:R:3:nbo_charge:R:1 method="wB97M-V/def2-TZVPD" orbital_gap_ev=8.1 charge=0 lumo_energy_ev=0.776
O -1.073 1.489 0.622 -0.68
N 0.822 -0.087 0.804 -0.30
N 0.294 -0.528 2.029 -0.67
N 0.688 1.415 -1.074 -0.89
C -0.434 -1.533 -1.349 -0.50
C -0.178 -0.474 -0.622 0.17
C -0.005 0.782 0.025 0.42
H -0.402 -2.516 -0.891 0.21
H 0.671 -1.449 2.246 0.36
H 1.540 1.039 -1.476 0.42
H -0.726 1.737 1.497 0.49
H 0.173 2.211 -1.429 0.40
H -0.647 -1.470 -2.408 0.23
H -0.722 -0.617 2.025 0.34



Version y
14
Properties=species:S:1:pos:R:3:nbo_charge:R:1 method="wB97M-V/def2-TZVPD" orbital_gap_ev=8.6 charge=0 lumo_energy_ev=-0.346
O -0.549 -0.900 -0.494 -0.55
N 1.051 0.880 -0.568 -0.17
N 1.094 0.511 0.550 0.19
N 0.435 -0.282 1.171 -0.07
C -1.099 1.077 -1.771 -0.66
C -0.127 -0.025 -1.330 0.21
C 0.637 -1.056 2.332 -0.44
H 1.599 -0.815 2.786 0.23
H 0.618 -2.112 2.061 0.23
H -0.645 2.058 -1.649 0.22
H -0.170 -0.869 3.042 0.21
H 0.504 -0.407 -2.152 0.15
H -1.996 1.007 -1.160 0.22
H -1.353 0.934 -2.818 0.22



Stability, descending: version w, version y, version x